This record from the Open Molecules 2025 dataset describes a molecular structure, C13H32O3OsSSi. The level of theory is the ωB97M-V functional and the def2-TZVPD basis.

Last column: Mulliken spin population.
Geometry (Å):
Os 0.439 1.138 -1.765  2.3264
C -0.572 -0.200 -5.770  -0.0227
H -1.672 -0.120 -5.651  0.0001
H -0.134 -0.186 -4.781  -0.0032
H -0.240 0.593 -6.453  -0.0004
H -0.382 -1.166 -6.130  0.0028
H -0.515 2.357 -2.392  0.0303
C 2.417 2.398 -2.125  0.0063
C 2.424 1.219 -1.244  0.0611
C 2.316 -0.173 -1.840  0.0719
C 3.405 1.345 -0.090  -0.0230
O 0.537 1.593 0.188  0.5321
Si -0.181 0.096 0.502  -0.2140
S -1.017 -0.603 -1.328  0.7942
O 0.856 -1.169 0.850  0.1679
C 0.701 -2.251 1.812  -0.0044
C -0.449 -3.167 1.355  0.0222
C 2.015 -3.050 1.802  0.0031
C 0.433 -1.655 3.186  0.0157
O -1.308 0.309 1.718  0.0660
C -2.605 1.027 1.605  0.0146
C -3.589 0.148 0.850  0.0248
C -3.001 1.174 3.084  0.0025
C -2.560 2.387 0.908  -0.0006
H 3.259 2.416 -2.845  0.0098
H 2.514 3.277 -1.496  0.0102
H 1.473 2.588 -2.689  0.0048
H 3.085 -0.448 -2.613  0.0079
H 2.370 -0.942 -1.046  0.0319
H 1.267 -0.369 -2.386  0.0659
H 3.430 2.351 0.326  0.0029
H 3.347 0.611 0.718  0.0035
H 4.423 1.242 -0.465  -0.0013
H -0.274 -3.478 0.309  0.0005
H -0.538 -4.071 1.992  0.0014
H -1.404 -2.614 1.381  -0.0024
H 2.851 -2.384 2.073  0.0004
H 1.954 -3.871 2.537  -0.0001
H 2.214 -3.464 0.795  0.0003
H 1.259 -0.992 3.452  -0.0012
H -0.489 -1.073 3.208  0.0010
H 0.365 -2.444 3.939  0.0004
H -3.494 -0.883 1.202  -0.0043
H -4.624 0.499 0.999  0.0006
H -3.348 0.153 -0.219  -0.0054
H -2.267 1.826 3.595  0.0002
H -4.014 1.605 3.176  0.0008
H -2.952 0.182 3.570  0.0002
H -1.831 3.060 1.361  -0.0002
H -2.341 2.313 -0.165  -0.0018
H -3.551 2.864 1.000  0.0003

Calculated values
2S+1   5
Frontier orbital gap (alpha / beta)   7.98 / 5.09 eV
DFT total energy   -41303.4701 eV
M   486.8 g mol⁻¹
Total charge   +2
<S²>   6.028